The following is a quantum chemistry calculation of the molecule C16H23FN2O3S, from OMol25.

**Max |F|**: 0.97 eV/A
**2S+1**: 1
**SMILES**: CN(CC(=O)NCC1CCCCC1)S(=O)(=O)c1ccc(F)cc1
**Electronic energy**: -1456.786639 Ha

```
46
C16H23FN2O3S ωB97M-V/def2-TZVPD
C -2.08 -2.62 -0.65
N -1.72 -1.59 0.30
S -1.80 -0.05 -0.33
O -1.50 -0.02 -1.73
O -1.05 0.82 0.53
C -3.55 0.28 -0.11
C -4.03 0.43 1.18
C -5.38 0.66 1.37
C -6.21 0.74 0.26
C -5.73 0.60 -1.03
C -4.38 0.37 -1.21
H -3.95 0.26 -2.20
H -6.41 0.67 -1.86
F -7.52 0.96 0.45
H -5.80 0.78 2.36
H -3.35 0.37 2.00
C -0.60 -1.90 1.17
H -0.47 -1.04 1.83
H -0.86 -2.78 1.77
C 0.71 -2.17 0.42
O 1.31 -3.23 0.53
N 1.10 -1.15 -0.35
H 0.56 -0.30 -0.35
C 2.33 -1.13 -1.11
H 2.09 -1.05 -2.17
H 2.81 -2.10 -0.93
C 3.25 0.02 -0.69
C 3.59 -0.06 0.80
C 4.54 1.06 1.19
C 3.94 2.42 0.86
C 3.59 2.50 -0.63
C 2.63 1.38 -1.01
H 2.39 1.44 -2.08
H 1.70 1.51 -0.45
H 3.14 3.47 -0.85
H 4.51 2.41 -1.22
H 4.63 3.22 1.12
H 3.03 2.57 1.44
H 4.77 1.01 2.26
H 5.48 0.95 0.64
H 4.03 -1.03 1.03
H 2.67 0.03 1.38
H 4.17 -0.08 -1.27
H -2.98 -2.29 -1.17
H -1.30 -2.80 -1.39
H -2.29 -3.54 -0.11
```


The following is a quantum chemistry calculation of a structure of composition C37H47BN8O2S4Sc, from OMol25.

**Total charge**: +1
**Max |F|**: 1.40 eV/A
**2S+1**: 1
**Electronic energy**: -4405.109996 Ha

```
100
C37H47BN8O2S4Sc ωB97M-V/def2-TZVPD
Sc -0.04 0.51 -0.01
C 4.66 1.80 -4.84
C 3.37 1.92 -4.01
C 3.64 2.89 -2.87
C 2.21 2.44 -4.86
N 3.00 0.53 -3.58
C 2.96 -0.47 -4.54
C 2.64 -1.62 -3.93
N 2.45 -1.35 -2.60
B 2.11 -2.54 -1.65
N 2.61 -2.23 -0.22
C 3.96 -2.18 0.01
C 4.16 -1.98 1.32
N 2.92 -1.93 1.93
C 1.97 -2.03 0.96
S 0.24 -1.90 1.09
C 2.86 -1.82 3.43
C 1.47 -1.97 4.02
C 3.43 -0.45 3.80
C 3.72 -2.95 4.00
N 0.62 -2.96 -1.73
C 0.25 -4.25 -1.47
C -1.08 -4.34 -1.59
N -1.55 -3.09 -1.96
C -0.48 -2.25 -2.03
S -0.48 -0.57 -2.38
C -3.03 -2.87 -2.09
C -3.44 -1.66 -2.93
C -3.58 -2.72 -0.67
C -3.61 -4.11 -2.77
C 2.65 -0.03 -2.39
S 2.44 0.77 -0.87
H 5.02 2.80 -5.08
H 4.51 1.27 -5.78
H 5.43 1.29 -4.27
H 4.04 3.81 -3.30
H 4.38 2.49 -2.18
H 2.74 3.13 -2.32
H 2.45 3.44 -5.24
H 1.31 2.50 -4.26
H 2.01 1.80 -5.72
H 3.18 -0.29 -5.58
H 2.52 -2.61 -4.33
H 2.73 -3.49 -2.03
H 4.68 -2.29 -0.78
H 5.08 -1.89 1.87
H 0.82 -1.15 3.74
H 1.57 -1.98 5.10
H 1.00 -2.90 3.70
H 2.89 0.33 3.26
H 4.49 -0.37 3.57
H 3.30 -0.27 4.87
H 3.23 -3.91 3.86
H 3.85 -2.79 5.07
H 4.71 -2.99 3.55
H 0.98 -5.00 -1.19
H -1.72 -5.18 -1.43
H -3.30 -0.73 -2.39
H -4.50 -1.76 -3.16
H -2.89 -1.60 -3.87
H -3.10 -1.88 -0.17
H -3.41 -3.62 -0.08
H -4.66 -2.53 -0.72
H -3.11 -4.30 -3.72
H -4.67 -3.94 -2.98
H -3.54 -5.00 -2.15
C -1.50 4.80 7.14
C -1.32 3.86 5.99
C -0.88 4.33 4.75
C -0.78 3.48 3.66
C -1.12 2.15 3.82
C -1.54 1.65 5.05
C -1.63 2.51 6.13
S -1.00 1.03 2.47
O -1.58 -0.22 2.87
O 0.43 0.99 2.05
N -1.59 1.56 1.10
C -2.91 1.53 0.68
C -4.03 1.29 1.44
C -5.31 1.32 0.84
C -5.47 1.61 -0.48
C -4.34 1.88 -1.29
C -4.41 2.25 -2.65
C -3.25 2.48 -3.34
C -2.02 2.31 -2.69
N -1.90 1.96 -1.43
C -3.05 1.79 -0.71
H -0.94 5.72 7.00
H -1.20 4.34 8.08
H -2.56 5.06 7.23
H -0.63 5.38 4.64
H -0.45 3.84 2.69
H -1.79 0.60 5.13
H -1.96 2.13 7.09
H -3.93 1.08 2.50
H -6.17 1.11 1.46
H -6.45 1.65 -0.93
H -5.37 2.34 -3.13
H -3.27 2.80 -4.37
H -1.09 2.44 -3.24
```


The following is a quantum chemistry calculation of the molecule C2H5ClN2O, from OMol25.

**Max |F|**: 2.61 eV/A
**2S+1**: 1
**SMILES**: [H]/N=C(/CCl)NO
**Electronic energy**: -724.082511 Ha

```
11
C2H5ClN2O ωB97M-V/def2-TZVPD
C 0.37 -0.01 0.26
C -0.54 -0.74 1.24
H 0.51 0.65 -2.48
H -1.15 0.84 -0.74
H 1.97 0.60 -0.37
H -0.81 -0.10 2.03
H -0.06 -1.66 1.58
N -0.31 0.41 -0.88
N 1.60 0.10 0.44
O 0.52 1.15 -1.66
Cl -2.10 -1.23 0.59
```


Record-wise energy above the lowest of the compared OMol25 structures with the same formula, charge and spin values, in kJ/mol: 7.23, 0.00, 140.76